Record 1
{"formula": "C5H8N2", "method": "ωB97M-V with the def2-TZVPD basis set", "homo_energy_ev": -5.605, "charge": 0, "de_lowest_kcal_mol": 58.0, "e_lumo_ha": 0.0245, "spin_multiplicity": 1, "elements": ["C", "N", "C", "N", "C", "C", "C", "H", "H", "H", "H", "H", "H", "H", "H"], "xyz": [[-2.35684, 0.07387, -0.19331], [-0.92990, -0.07076, 0.02716], [-0.38091, -0.82246, 0.96680], [0.95368, -0.66075, 0.88183], [1.31523, 0.19762, -0.18500], [2.64816, 0.38853, -0.47282], [0.05545, 0.58905, -0.69536], [-2.58738, -0.17533, -1.23221], [-2.90172, -0.60222, 0.46895], [-2.67282, 1.10112, 0.01081], [-0.91894, -1.45605, 1.65457], [3.32762, 0.59382, 0.34791], [1.68104, -1.23675, 1.27462], [2.96375, 0.71697, -1.45071], [-0.19644, 1.36334, -1.40324]], "forces_ev_per_a": [[-0.09, 0.01, -0.03], [0.14, -0.16, 0.13], [0.02, 0.10, -0.10], [0.03, 0.07, -0.01], [-0.29, -0.11, 0.07], [0.13, 0.38, -0.18], [0.18, -0.03, -0.10], [0.03, 0.05, 0.15], [0.13, 0.08, -0.08], [0.10, -0.14, -0.04], [0.08, 0.14, -0.06], [0.05, -0.46, -0.03], [-0.34, -0.04, 0.22], [-0.18, 0.33, 0.01], [0.02, -0.22, 0.07]]}

Record 2
{"formula": "C4H4O3", "method": "ωB97M-V with the def2-TZVPD basis set", "homo_energy_ev": -10.015, "charge": 0, "de_lowest_kcal_mol": 76.5, "e_lumo_ha": 0.0284, "spin_multiplicity": 1, "elements": ["C", "C", "C", "O", "O", "C", "O", "H", "H", "H", "H"], "xyz": [[-2.01030, -0.55702, -1.00139], [-0.85662, -0.42236, -0.70626], [0.50103, -0.21995, -0.26159], [1.46640, -0.12104, -1.26013], [0.86239, -0.82920, 0.94556], [0.76980, 0.62304, 0.93395], [-0.18397, 1.33436, 1.57373], [-2.99550, -0.74577, -1.31576], [1.73519, -1.01263, -1.52282], [1.74074, 1.08798, 1.07713], [-1.02916, 0.86258, 1.53758]], "forces_ev_per_a": [[0.62, -0.04, 0.04], [-0.32, -0.16, 0.03], [0.91, 1.63, -0.09], [-0.08, -0.64, 0.17], [-0.30, 0.15, 0.79], [0.34, -0.61, -1.02], [-0.46, -0.52, 0.74], [-0.52, 0.01, -0.10], [-0.09, 0.07, -0.08], [-0.12, -0.01, -0.36], [0.03, 0.11, -0.12]]}

Record 3
{"formula": "C24H27I3N3OPbS3", "method": "ωB97M-V with the def2-TZVPD basis set", "homo_energy_ev": -9.867, "charge": 1, "de_lowest_kcal_mol": 0.0, "e_lumo_ha": -0.0797, "spin_multiplicity": 1, "elements": ["Pb", "C", "C", "S", "C", "C", "S", "C", "C", "S", "H", "H", "H", "H", "H", "H", "H", "H", "H", "H", "H", "H", "I", "C", "C", "C", "I", "C", "O", "C", "C", "N", "C", "C", "C", "C", "C", "C", "N", "C", "H", "H", "H", "H", "H", "H", "H", "H", "H", "H", "H", "I", "C", "C", "C", "C", "N", "C", "H", "H", "H", "H"], "xyz": [[-0.18841, -0.06418, -0.48749], [2.27092, 1.95165, 2.00915], [3.15827, 0.70996, 2.01286], [2.38786, -0.77294, 1.31311], [3.58777, -1.29236, 0.05222], [4.03570, -0.26971, -0.98277], [2.71524, 0.33869, -2.06380], [2.90053, 2.13606, -1.96802], [2.90584, 2.77625, -0.58676], [1.46377, 2.41220, 0.45794], [2.85739, 2.80328, 2.35967], [1.45229, 1.84139, 2.72422], [3.43364, 0.49183, 3.04539], [4.08981, 0.89664, 1.48136], [3.11129, -2.14780, -0.43032], [4.46889, -1.67811, 0.56786], [4.80039, -0.74095, -1.60199], [4.51560, 0.58334, -0.50657], [2.06988, 2.51880, -2.56388], [3.81666, 2.42984, -2.48317], [2.94626, 3.85808, -0.71868], [3.80048, 2.49791, -0.03125], [-7.54461, 1.10969, 0.18980], [-5.49726, 1.36735, -0.06816], [-5.02722, 1.79991, -1.30340], [-3.66794, 1.95860, -1.50878], [-2.96979, 2.63443, -3.34633], [-2.74033, 1.67506, -0.49649], [-1.44178, 1.74836, -0.69386], [-3.24239, 1.30962, 0.76871], [-2.25476, 1.23256, 1.89370], [-1.35123, 0.04240, 1.83753], [-1.96766, -1.16885, 2.41632], [-1.91177, -2.41162, 1.55589], [-2.71218, -3.50245, 1.88156], [-2.65619, -4.63139, 1.08768], [-1.80254, -4.64466, -0.00854], [-1.04921, -3.51682, -0.25827], [-1.09957, -2.42263, 0.50658], [-4.60661, 1.14575, 0.97123], [-5.72281, 2.01470, -2.10321], [-2.77764, 1.24617, 2.85449], [-1.60864, 2.11166, 1.85026], [-0.54667, 0.26601, 2.41412], [-3.01382, -0.95812, 2.64904], [-1.48473, -1.40461, 3.36894], [-3.38030, -3.45128, 2.73170], [-3.27766, -5.48801, 1.31157], [-1.73323, -5.50423, -0.65948], [-0.39134, -3.46899, -1.11978], [-4.97570, 0.87430, 1.95398], [-6.22016, -2.80819, -0.98508], [-4.62210, -1.94774, -1.99587], [-4.60402, -1.79327, -3.37424], [-3.44954, -1.29552, -3.95842], [-2.36131, -0.99605, -3.15575], [-2.38117, -1.13468, -1.82960], [-3.50405, -1.58333, -1.26928], [-5.46272, -2.05637, -3.97674], [-3.38823, -1.14789, -5.02732], [-1.44295, -0.62248, -3.59424], [-3.52395, -1.65841, -0.19072]], "forces_ev_per_a": [[-0.41, -0.35, -0.21], [0.02, 0.05, 0.07], [0.05, 0.01, 0.05], [0.01, 0.02, 0.02], [0.05, -0.05, 0.05], [0.09, 0.00, 0.01], [-0.01, 0.00, 0.05], [0.02, 0.06, -0.02], [0.05, 0.05, 0.02], [0.03, 0.03, 0.03], [-0.01, 0.00, 0.01], [-0.02, -0.03, -0.03], [0.01, 0.01, -0.01], [-0.02, -0.01, -0.03], [-0.01, 0.01, -0.01], [0.00, 0.00, -0.01], [-0.02, 0.00, -0.02], [-0.01, 0.01, -0.01], [-0.02, -0.02, 0.02], [-0.01, -0.01, -0.01], [0.01, 0.00, -0.01], [-0.01, -0.01, 0.00], [-0.08, 0.00, 0.10], [0.08, 0.01, -0.14], [-0.02, -0.04, 0.04], [-0.08, -0.08, 0.03], [0.05, 0.02, -0.05], [-0.04, -0.10, -0.02], [0.11, 0.17, 0.01], [-0.03, 0.02, -0.01], [0.04, -0.05, 0.08], [0.02, -0.02, 0.06], [0.01, 0.01, -0.01], [0.01, 0.06, -0.03], [-0.01, -0.01, -0.02], [-0.02, 0.00, 0.02], [0.00, 0.01, -0.01], [0.00, 0.00, -0.01], [0.13, 0.02, 0.18], [0.00, 0.01, 0.03], [0.01, -0.01, -0.01], [0.00, 0.02, 0.00], [0.00, 0.00, -0.03], [0.03, -0.01, -0.04], [0.00, -0.02, -0.04], [-0.02, 0.01, 0.01], [0.01, 0.00, 0.01], [0.00, 0.00, 0.00], [0.00, 0.00, 0.00], [0.01, -0.01, 0.01], [0.00, 0.00, 0.00], [-0.05, 0.07, -0.04], [0.05, -0.09, -0.05], [0.06, 0.04, 0.00], [-0.04, -0.05, -0.03], [-0.03, 0.00, 0.03], [-0.07, 0.23, -0.15], [0.04, 0.03, 0.11], [0.00, -0.01, 0.00], [-0.01, 0.00, 0.00], [0.00, 0.02, 0.00], [0.05, -0.02, 0.02]]}

Record 4
{"formula": "C14H46N6O9", "method": "ωB97M-V with the def2-TZVPD basis set", "homo_energy_ev": -8.833, "charge": 0, "de_lowest_kcal_mol": 70.4, "e_lumo_ha": -0.0022, "spin_multiplicity": 1, "elements": ["N", "C", "N", "O", "H", "H", "H", "H", "N", "C", "N", "O", "H", "H", "H", "H", "N", "C", "N", "O", "H", "H", "H", "H", "C", "C", "O", "H", "H", "H", "H", "H", "H", "C", "C", "O", "H", "H", "H", "H", "H", "H", "C", "C", "O", "H", "H", "H", "H", "H", "H", "C", "C", "O", "H", "H", "H", "H", "H", "H", "C", "C", "O", "H", "H", "H", "H", "H", "H", "C", "O", "H", "H", "H", "H"], "xyz": [[-19.46625, 13.63199, -21.40433], [-19.44312, 14.86514, -21.11712], [-19.60132, 14.95528, -19.83414], [-19.15698, 15.96914, -21.92750], [-19.16415, 13.43465, -22.38456], [-19.20198, 12.85312, -20.81473], [-19.48184, 15.87759, -19.39791], [-19.94316, 14.21315, -19.28561], [-17.96799, 10.33667, -23.59037], [-18.94079, 11.12650, -23.44495], [-19.97115, 10.52862, -22.89078], [-18.76570, 12.51337, -23.59193], [-17.02902, 10.68997, -23.88457], [-17.87688, 9.36216, -23.29159], [-20.77184, 11.07103, -22.45306], [-20.16610, 9.50084, -22.93016], [-13.97828, 17.09968, -20.31350], [-13.16698, 17.41876, -21.28622], [-13.66762, 18.24751, -22.14599], [-11.92246, 16.87551, -21.43170], [-13.79352, 16.28137, -19.74243], [-14.92534, 17.42081, -20.17121], [-12.92667, 18.79174, -22.63237], [-14.65184, 18.59299, -22.16258], [-11.20983, 12.42505, -23.53680], [-12.50193, 13.24216, -23.70071], [-12.76876, 14.12493, -22.66167], [-10.37133, 13.07625, -23.47812], [-11.10329, 11.77154, -24.38082], [-11.12401, 11.80322, -22.60633], [-13.42135, 12.69397, -23.95402], [-12.42284, 13.92005, -24.49586], [-13.41454, 14.79145, -23.05228], [-11.46524, 16.35010, -25.78886], [-10.64169, 16.27753, -24.48492], [-9.85000, 17.43290, -24.39724], [-12.01452, 15.40055, -25.86827], [-10.91568, 16.53485, -26.67841], [-12.14478, 17.24082, -25.63123], [-9.89490, 15.47019, -24.46333], [-11.34929, 16.22108, -23.69011], [-9.21544, 17.30596, -23.68753], [-15.69234, 12.43851, -21.38936], [-16.26459, 13.67992, -20.70453], [-15.24851, 14.33186, -19.94635], [-16.41339, 11.93495, -21.96546], [-15.37122, 11.79737, -20.59197], [-14.88361, 12.59846, -22.07137], [-17.13359, 13.45222, -20.02527], [-16.62724, 14.21531, -21.54821], [-14.37104, 14.20618, -20.24264], [-16.23358, 11.34932, -26.41778], [-15.37312, 10.45549, -25.50599], [-15.27351, 10.99036, -24.20956], [-16.29800, 10.93885, -27.37535], [-15.76510, 12.34340, -26.57591], [-17.24117, 11.57129, -26.09747], [-14.43091, 10.28163, -25.98488], [-15.91325, 9.51521, -25.23987], [-14.69870, 10.51498, -23.59014], [-16.03991, 14.67225, -24.34665], [-15.61902, 16.00985, -23.78030], [-14.25575, 16.23214, -23.77770], [-17.10764, 14.57437, -24.20014], [-15.58523, 13.79218, -23.84431], [-15.95774, 14.59864, -25.37649], [-15.94425, 16.16581, -22.74187], [-16.09534, 16.74795, -24.35828], [-14.08780, 17.08464, -23.31066], [-13.18551, 12.80590, -27.20050], [-12.49586, 11.64020, -26.72615], [-12.60943, 13.66192, -27.63891], [-13.83212, 13.18179, -26.41519], [-13.80947, 12.54748, -28.00750], [-13.11299, 11.12991, -26.22083]], "forces_ev_per_a": [[0.37, -4.67, -5.19], [2.23, 7.32, -2.90], [0.00, 4.52, 4.13], [-1.58, -5.63, 3.75], [-0.62, -0.37, 0.50], [-0.17, 0.76, 0.41], [-0.29, -0.87, -0.30], [-0.31, -0.62, 0.47], [6.37, -2.86, -2.02], [-0.24, 7.95, 1.00], [-5.41, -0.43, 1.92], [-0.96, -6.94, -0.49], [-1.13, 0.17, 0.31], [-0.91, 0.75, -0.02], [1.68, -0.73, -1.28], [0.74, 1.66, -0.10], [-1.18, -1.79, 2.78], [6.92, -4.49, 1.00], [-0.55, 4.31, -3.71], [-5.94, 3.00, 0.79], [0.29, 0.36, -0.35], [0.23, 0.26, -0.52], [-1.17, -0.50, 0.22], [1.51, -0.25, 0.47], [-1.16, -0.42, 1.21], [-0.07, -0.46, 0.08], [-1.21, 0.89, 1.27], [0.70, 0.73, -0.17], [0.14, -0.31, -0.52], [-0.60, 0.49, -0.66], [0.32, -0.78, 0.22], [0.79, 0.35, -2.08], [1.13, -0.51, 0.82], [-0.75, 0.52, 1.83], [0.61, -0.39, -1.66], [0.32, 1.32, 0.07], [-0.17, 0.56, -0.17], [0.82, 0.02, -0.68], [0.33, -1.18, -0.39], [-0.79, -0.57, -0.10], [-0.29, -0.32, 0.95], [-0.11, 0.11, 0.09], [-0.11, 0.01, 1.63], [0.80, -1.24, -0.30], [-2.14, 0.82, 1.17], [-1.32, -0.61, -0.61], [0.46, -0.78, 0.30], [0.70, 0.72, -0.13], [1.09, 0.19, -0.52], [-0.50, 1.56, -0.29], [1.21, -0.69, -1.22], [0.97, 1.41, 1.30], [-2.20, -0.95, 0.41], [0.45, 1.68, 0.98], [-0.04, -1.00, -1.55], [-0.11, -0.61, 0.35], [-0.24, -0.27, 0.56], [0.39, -0.52, -0.07], [0.51, -0.09, -1.56], [-0.03, -0.05, -0.63], [-0.28, -0.46, 2.47], [-0.78, -0.62, 1.00], [1.69, -0.06, -0.52], [-0.40, -0.03, 0.38], [-0.05, 0.56, -0.36], [0.81, -0.02, -2.13], [-0.59, -0.46, -0.07], [-0.86, 1.21, -0.88], [0.19, -0.94, -0.57], [0.09, 0.49, 0.38], [1.15, 1.21, -0.86], [0.49, -1.13, 1.00], [0.06, 0.42, 0.21], [-1.04, -0.60, -1.15], [-0.27, -0.06, 0.34]]}

Record 5
{"formula": "C4H3KMgO", "method": "ωB97M-V with the def2-TZVPD basis set", "homo_energy_ev": [-5.474, -6.294], "charge": 0, "de_lowest_kcal_mol": 0.0, "e_lumo_ha": [-0.0214, -0.0245], "spin_multiplicity": 1, "elements": ["C", "C", "H", "H", "Mg", "C", "C", "O", "H", "K"], "xyz": [[-0.88328, 0.68151, 0.33396], [-0.60257, 0.54259, -1.07934], [-1.45223, 1.56783, 0.66372], [-1.11633, 1.16278, -1.81973], [1.06977, -2.04276, 0.93348], [-0.25560, -0.48065, 1.21775], [0.34116, -0.71116, -1.38889], [1.47988, -1.23122, -0.94963], [-0.78028, -0.29771, 2.16885], [2.19949, 0.80878, -0.08017]], "forces_ev_per_a": [[3.05, -4.59, 1.38], [3.34, -3.21, 1.02], [0.03, -0.78, 0.22], [0.35, -0.96, -0.24], [0.04, -0.36, -0.08], [-3.76, 5.33, -1.36], [-0.09, 2.96, -0.91], [-4.01, 0.35, -0.89], [0.68, -0.14, 0.34], [0.38, 1.40, 0.52]]}